(1)
Computed, not measured: a cluster of 14 separate species, C44H92Br18N2O8S3 in total, with the ωB97M-V functional and the def2-TZVPD basis.

Its spin multiplicity is 1. The HOMO energy comes out at -7.72 eV. Its largest force on an atom is 4.5 eV/A. Its total charge is 0. Its total energy is -1359746.959 eV.

Geometry (Å):
C: -25.633580 -8.115971 -3.665944
N: -25.708923 -8.765545 -5.019731
C: -26.381500 -7.903598 -6.027201
C: -24.277294 -9.034303 -5.444703
C: -26.504094 -10.069432 -5.023602
C: -26.185782 -11.160767 -4.032648
O: -24.893734 -11.411330 -3.956590
H: -26.501534 -7.477821 -3.555573
H: -24.737096 -7.476414 -3.653582
H: -25.520996 -8.825850 -2.847836
H: -27.313420 -7.628342 -5.563492
H: -26.458713 -8.402112 -6.985759
H: -25.691963 -7.074249 -6.150234
H: -23.651056 -8.235560 -5.114866
H: -24.255823 -8.955605 -6.540243
H: -24.038775 -10.020454 -5.188951
H: -26.177832 -10.444568 -6.021317
H: -27.540405 -9.895498 -5.084744
H: -26.865456 -11.933112 -4.407864
H: -26.742860 -10.919480 -3.076294
H: -24.356271 -10.688982 -2.322073
C: -23.033962 -12.853566 -1.052143
C: -22.446966 -11.614834 -0.506245
C: -20.931353 -11.874035 -0.453668
C: -20.098674 -10.599571 -0.172991
C: -20.519791 -9.417477 -1.053392
C: -22.016923 -9.180250 -1.115855
N: -22.726976 -10.458074 -1.414720
O: -24.131974 -10.323767 -1.512698
C: -22.445461 -8.194877 -2.220504
C: -22.443952 -8.495872 0.216298
C: -23.025820 -11.275661 0.850866
H: -24.125554 -12.910440 -0.908435
H: -22.640958 -13.718388 -0.527344
H: -22.954664 -13.011064 -2.137032
H: -20.663913 -12.436557 -1.385046
H: -20.729254 -12.592915 0.375249
H: -18.996985 -10.729501 -0.163652
H: -20.372888 -10.352850 0.895565
H: -20.100027 -9.623352 -2.070141
H: -19.992169 -8.561842 -0.625278
H: -21.658841 -7.479880 -2.251624
H: -23.427200 -7.766402 -1.874474
H: -22.598610 -8.718190 -3.130994
H: -21.854247 -8.832793 1.089930
H: -23.496109 -8.589895 0.405435
H: -22.185852 -7.416682 0.094500
H: -23.893568 -10.653203 0.784062
H: -22.346383 -10.839981 1.601236
H: -23.373232 -12.252059 1.187856
C: -18.788692 -4.678932 3.613193
C: -19.670559 -4.204118 2.363595
C: -20.418888 -5.406231 1.825640
S: -19.134932 -6.647248 1.865983
O: -18.318599 -6.316161 0.748133
O: -19.714101 -7.962433 2.029399
C: -18.305126 -6.065846 3.365651
H: -19.430355 -4.628662 4.485457
H: -17.960386 -3.979439 3.709405
H: -18.944072 -3.838019 1.581367
H: -20.396600 -3.421679 2.529503
H: -20.773489 -5.315043 0.766680
H: -21.303303 -5.694289 2.429674
H: -17.217285 -6.122697 3.174060
H: -18.639383 -6.749189 4.188222
C: -20.964125 -16.324891 0.873837
C: -19.925662 -16.444756 1.913717
C: -20.365212 -15.699093 3.169956
S: -22.155786 -15.697173 3.100039
O: -22.615680 -14.368544 2.814677
O: -22.739698 -16.342806 4.236279
C: -22.363252 -16.567574 1.517381
H: -20.811573 -17.026666 0.120718
H: -21.029654 -15.268574 0.421967
H: -19.002647 -15.987992 1.606396
H: -19.882863 -17.551750 2.075560
H: -20.053528 -14.691902 3.223761
H: -20.101969 -16.296695 4.077940
H: -23.108809 -15.968619 0.959542
H: -22.725684 -17.601760 1.724972
C: -26.370045 -14.248265 -2.712197
C: -25.260151 -14.663695 -3.711714
C: -24.656052 -16.051206 -3.365850
S: -25.132118 -16.309382 -1.700550
O: -24.222697 -15.534183 -0.847771
O: -25.362053 -17.714677 -1.446551
C: -26.671831 -15.457804 -1.900144
H: -27.322782 -13.942362 -3.206776
H: -26.057415 -13.509394 -1.993504
H: -24.431450 -13.922354 -3.682205
H: -25.735679 -14.640825 -4.697515
H: -23.604469 -16.086129 -3.433610
H: -25.041873 -16.895796 -3.993105
H: -26.936782 -15.162027 -0.909793
H: -27.390940 -16.160291 -2.247677
Br: -26.193079 -13.108199 5.675246
C: -26.773870 -13.991479 4.047687
C: -25.851699 -15.136370 3.763672
Br: -26.453041 -16.016730 2.209398
H: -26.638979 -13.357349 3.173354
H: -27.801077 -14.294715 4.118318
H: -25.931643 -15.858772 4.572870
H: -24.791786 -14.950620 3.604313
Br: -23.771061 -4.768257 -3.977868
C: -21.868400 -4.452360 -3.466138
C: -21.637429 -3.593463 -2.243250
Br: -19.766566 -3.231470 -2.118392
H: -21.403542 -4.046255 -4.350339
H: -21.558980 -5.454068 -3.361611
H: -22.083036 -4.073269 -1.324765
H: -21.946165 -2.545905 -2.326689
Br: -17.239033 -14.009568 3.219820
C: -17.734936 -12.619351 1.921387
C: -18.172946 -11.318637 2.622632
Br: -19.904732 -11.403531 3.445961
H: -18.600303 -12.961418 1.363419
H: -17.001473 -12.407836 1.170679
H: -18.205179 -10.544351 1.911684
H: -17.500893 -11.096045 3.486690
Br: -21.973804 -6.957817 4.784090
C: -22.383121 -8.654982 3.826355
C: -23.839742 -9.100027 3.997322
Br: -25.126771 -7.901635 3.100052
H: -21.771074 -9.424023 4.278562
H: -22.073221 -8.512980 2.771745
H: -24.038535 -9.309970 5.045927
H: -23.932186 -10.059757 3.490108
Br: -24.521930 -3.874575 4.507626
C: -23.812801 -4.388754 2.756138
C: -24.845550 -4.231387 1.658444
Br: -24.226397 -4.960896 0.014170
H: -23.576779 -5.427324 2.816545
H: -23.000520 -3.707310 2.663012
H: -25.174721 -3.204142 1.585650
H: -25.732640 -4.844754 1.937837
Br: -20.964146 -14.743066 -3.867179
C: -20.328626 -13.093393 -4.607890
C: -21.503024 -12.240738 -4.982616
Br: -20.983575 -10.587072 -5.899218
H: -19.784889 -13.425626 -5.467116
H: -19.631942 -12.576466 -3.912624
H: -22.026870 -12.024097 -4.048597
H: -22.102015 -12.707094 -5.688404
Br: -17.487445 -12.452222 -2.532129
C: -17.490409 -14.266161 -1.788700
C: -16.158878 -14.447054 -1.168522
Br: -14.738969 -14.562916 -2.494389
H: -17.728261 -14.954275 -2.551770
H: -18.301140 -14.333054 -1.010592
H: -16.126654 -15.222266 -0.397721
H: -15.942425 -13.542665 -0.604159
Br: -28.817667 -9.932071 -0.800594
C: -27.064062 -9.705736 0.171904
C: -26.359470 -8.419824 -0.212286
Br: -27.489880 -6.839601 -0.193335
H: -26.421254 -10.536764 -0.206155
H: -27.359390 -9.625114 1.163336
H: -25.848725 -8.388807 -1.128744
H: -25.558951 -8.196900 0.490091
Br: -16.919343 -8.811580 -1.358818
C: -17.201928 -7.066021 -2.153323
C: -18.620112 -6.747018 -2.461571
Br: -19.360752 -7.570725 -4.062013
H: -16.623078 -6.858657 -3.082345
H: -16.890068 -6.356829 -1.321328
H: -18.652862 -5.672248 -2.571718
H: -19.256491 -7.057969 -1.575567

Forces on atoms 1 to 6 (eV/Å):
0.2 0.7 -0.4
0.3 -1.0 0.8
1.2 0.5 0.9
-1.2 1.0 -2.2
1.7 -0.6 -1.9
-0.9 1.1 0.8

---

(2)
Computed, not measured: a structure of composition C14H19BrGa, with the ωB97M-V functional and the def2-TZVPD basis.

Its spin multiplicity is 1. The HOMO energy comes out at -3.43 eV. Its largest force on an atom is 2.5 eV/A. Its total charge is -1. Its total energy is -137244.513 eV. The energy above the lowest of the compared OMol25 structures with the same formula, charge and spin is 20.5 kJ/mol.

Geometry (Å):
C: -1.253779 1.055663 -2.783567
C: 0.031866 1.606950 -2.605817
C: 0.940628 0.527058 -2.323149
H: 0.295649 2.652278 -2.699084
C: 0.179318 -0.703320 -2.421124
C: -1.173478 -0.349829 -2.669101
H: -1.994181 -1.053022 -2.776044
H: -2.142227 1.625899 -3.046286
H: 2.014376 0.587524 -2.313134
H: 0.591997 -1.700592 -2.381578
Ga: 0.341543 0.460322 -0.119592
Br: 1.385808 2.404882 0.287080
C: -1.541890 0.664538 1.571167
C: -2.363010 -0.179460 0.753770
C: -2.937872 0.635758 -0.264190
H: -2.503614 -1.244548 0.864656
C: -2.516690 1.976474 -0.066266
C: -1.674918 2.015415 1.082937
H: -1.254273 2.892724 1.540187
H: -1.059274 0.384828 2.484537
H: -3.621179 0.279118 -1.023524
H: -2.770201 2.824555 -0.670953
C: 1.835147 -0.293600 2.498330
C: 1.898303 -1.038345 1.160731
C: 2.527862 -2.387480 1.298817
C: 0.523249 -1.316724 0.608843
H: 1.260077 -0.887882 3.221539
H: 1.417545 0.711644 2.427317
H: 2.869726 -0.186294 2.864071
H: 2.464958 -0.379918 0.437763
H: 1.908983 -2.981291 1.973050
H: 2.560638 -2.891405 0.315460
H: 3.534537 -2.273081 1.696325
H: 0.473800 -1.938145 -0.281592
H: -0.249426 -1.500692 1.358424

Forces on atoms 1 to 6 (eV/Å):
0.9 0.4 -0.6
-0.9 -0.7 -0.2
-0.9 -0.5 0.3
0.0 -0.1 0.2
-1.0 0.9 -0.7
1.2 -0.5 -0.3

---

(3)
Computed, not measured: a cluster of 8 separate species, C40H48O2S2 in total, with the ωB97M-V functional and the def2-TZVPD basis.

Its spin multiplicity is 1. The HOMO energy comes out at -8.37 eV. Its largest force on an atom is 9.3 eV/A. Its total charge is 0. Its total energy is -68008.492 eV. The energy above the lowest of the compared OMol25 structures with the same formula, charge and spin is 1161.1 kJ/mol.

Geometry (Å):
C: -5.274587 -4.576185 0.081848
S: -4.011587 -3.268185 0.274848
O: -2.887587 -3.717185 -0.598152
C: -4.841587 -2.030185 -0.722152
H: -4.959587 -5.509185 0.791848
H: -5.132587 -4.740185 -0.968152
H: -6.148587 -4.139185 0.430848
H: -4.266587 -1.133185 -0.787152
H: -5.782587 -1.763185 -0.342152
H: -4.897587 -2.220185 -1.709152
C: 0.573413 -0.924185 -6.900152
S: 0.438413 0.594815 -6.003152
O: 1.662413 0.494815 -5.098152
C: 0.777413 1.756815 -7.389152
H: 0.018413 -0.902185 -7.958152
H: 0.099413 -1.666185 -6.239152
H: 1.651413 -1.031185 -7.103152
H: 1.816413 1.594815 -7.630152
H: 0.403413 2.720815 -6.997152
H: 0.221413 1.410815 -8.240152
C: -3.400587 1.459815 3.370848
C: -4.893587 1.436815 3.175848
C: -5.581587 0.184815 3.085848
C: -4.859587 -1.050185 3.332848
C: -3.515587 -1.049185 3.646848
C: -2.742587 0.244815 3.522848
H: -3.105587 2.527815 3.234848
H: -5.236587 2.433815 3.181848
H: -6.496587 0.157815 2.854848
H: -5.477587 -2.017185 3.124848
H: -3.033587 -1.988185 3.842848
H: -1.707587 0.330815 3.536848
C: 0.216413 -2.613185 2.918848
C: -0.497587 -3.213185 4.086848
C: -0.106587 -2.822185 5.450848
C: 0.957413 -1.928185 5.623848
C: 1.762413 -1.534185 4.493848
C: 1.269413 -1.768185 3.081848
H: -0.077587 -2.999185 2.015848
H: -1.383587 -3.784185 4.030848
H: -0.678587 -3.021185 6.202848
H: 1.389413 -1.568185 6.443848
H: 2.602413 -0.847185 4.717848
H: 1.853413 -1.382185 2.187848
C: 1.481413 3.930815 -2.743152
C: 2.186413 4.905815 -1.731152
C: 3.132413 5.803815 -2.204152
C: 3.636413 5.771815 -3.497152
C: 3.067413 4.917815 -4.486152
C: 1.872413 4.005815 -4.055152
H: 0.738413 3.219815 -2.447152
H: 1.841413 4.825815 -0.622152
H: 3.670413 6.430815 -1.509152
H: 4.327413 6.475815 -3.840152
H: 3.559413 4.837815 -5.438152
H: 1.251413 3.446815 -4.748152
C: 2.163413 -4.721185 -0.113152
C: 2.773413 -3.335185 -0.640152
C: 4.266413 -3.114185 -0.413152
C: 5.061413 -4.108185 0.152848
C: 4.451413 -5.389185 0.620848
C: 3.029413 -5.689185 0.556848
H: 1.078413 -4.963185 -0.324152
H: 2.118413 -2.722185 -1.135152
H: 4.807413 -2.065185 -0.546152
H: 6.157413 -3.968185 0.306848
H: 5.102413 -6.242185 1.031848
H: 2.579413 -6.661185 0.763848
C: -0.792587 -1.623185 -0.449152
C: -0.036587 -0.851185 -1.648152
C: -0.339587 0.534815 -1.959152
C: -1.209587 1.193815 -1.132152
C: -1.846587 0.742815 0.083848
C: -1.697587 -0.761185 0.309848
H: -0.438587 -2.711185 -0.156152
H: 0.672413 -1.614185 -2.452152
H: 0.126413 0.888815 -2.959152
H: -1.382587 2.149815 -1.310152
H: -2.106587 1.472815 0.931848
H: -1.896587 -1.458185 1.041848
C: 2.145413 5.593815 2.447848
C: 3.104413 4.557815 2.905848
C: 2.450413 3.190815 2.952848
C: 1.205413 2.843815 2.448848
C: 0.407413 3.828815 1.757848
C: 0.766413 5.233815 1.911848
H: 2.333413 6.651815 2.431848
H: 4.143413 4.746815 3.205848
H: 3.099413 2.385815 3.470848
H: 0.728413 1.737815 2.247848
H: -0.547587 3.511815 1.305848
H: 0.042413 6.016815 1.611848

Forces on atoms 1 to 6 (eV/Å):
3.2 -1.7 2.0
0.2 -0.1 -0.5
0.2 -0.2 0.4
0.7 0.8 2.4
-0.7 2.3 -2.0
-0.7 -0.7 -0.5